C12H15N5O4 | the ωB97M-V functional and the def2-TZVPD basis

The calculation puts the energy above the lowest of the compared OMol25 structures with the same formula, charge and spin at 0.00 kcal per mole. Its SMILES is COC(=O)c1cc(/N=C(/N)N=C(N)N)cc(C(=O)OC)c1. For the electronic energy, the calculation gives -1041.0874 Ha.

Last column: Mulliken charge in e.
CARTESIAN COORDINATES (ANGSTROEM)
C 1.373 2.846 -3.372  -0.692
O 1.447 2.128 -2.152  -0.271
C 0.532 1.166 -1.977  0.403
O -0.318 0.910 -2.803  -0.654
C 0.664 0.469 -0.680  0.135
C -0.084 -0.688 -0.504  -0.182
C -0.085 -1.380 0.710  0.694
N -0.778 -2.546 0.902  -0.673
C -2.005 -2.713 0.557  0.278
N -2.527 -3.979 0.620  -0.451
N -2.873 -1.700 0.259  -0.532
C -3.242 -1.295 -0.893  0.632
N -2.931 -1.910 -2.075  -0.486
N -4.104 -0.240 -0.981  -0.537
C 0.739 -0.895 1.731  -0.847
C 1.504 0.251 1.551  0.390
C 2.347 0.705 2.682  0.483
O 2.410 0.160 3.756  -0.620
O 3.054 1.811 2.388  -0.263
C 3.888 2.300 3.426  -0.678
C 1.467 0.951 0.347  -0.883
H 2.218 3.530 -3.375  0.220
H 1.430 2.161 -4.221  0.285
H 0.433 3.400 -3.432  0.309
H -0.662 -1.047 -1.341  0.441
H -3.525 -4.045 0.735  0.253
H -1.976 -4.640 1.144  0.267
H -2.975 -1.378 -2.928  0.253
H -2.235 -2.636 -2.043  0.277
H -4.208 0.291 -0.133  0.244
H -4.102 0.293 -1.835  0.223
H 0.777 -1.411 2.678  0.547
H 4.382 3.184 3.029  0.221
H 3.292 2.555 4.305  0.296
H 4.623 1.545 3.711  0.293
H 2.046 1.849 0.216  0.625